{
  "formula": "C61H41BINO10PS",
  "method": "the ωB97M-V functional and the def2-TZVPD basis",
  "symbols": ["C", "P", "C", "B", "I", "C", "C", "O", "O", "N", "C", "S", "H", "H", "H", "H", "H", "H", "H", "H", "H", "C", "C", "C", "C", "C", "C", "C", "O", "C", "C", "C", "C", "C", "C", "C", "O", "H", "H", "H", "H", "H", "H", "H", "H", "C", "C", "C", "C", "C", "C", "C", "O", "C", "C", "C", "C", "C", "C", "C", "O", "H", "H", "H", "H", "H", "H", "H", "H", "C", "C", "C", "C", "C", "C", "C", "O", "C", "C", "C", "C", "C", "C", "C", "O", "H", "H", "H", "H", "H", "H", "H", "H", "C", "C", "C", "C", "C", "C", "C", "O", "C", "C", "C", "C", "C", "C", "C", "O", "H", "H", "H", "H", "H", "H", "H", "H"],
  "xyz": [[0.93749, 0.19418, 1.83746], [2.72108, -0.04330, 1.28905], [3.58242, 1.52300, 1.84289], [2.62425, -0.13825, -0.68288], [4.70523, 0.32200, -1.37852], [1.52372, 0.98739, -1.15168], [1.74267, 1.59726, -2.55155], [2.11541, 1.02728, -3.51694], [1.42169, 2.96898, -2.70014], [2.24321, -1.61519, -0.98338], [1.56319, -1.79743, -1.91976], [0.49055, -1.94882, -3.12310], [0.77324, -0.11393, 2.89219], [0.62323, 1.26808, 1.77279], [0.23852, -0.36333, 1.18025], [4.56422, 1.69857, 1.37153], [2.90906, 2.40892, 1.73826], [3.77699, 1.41545, 2.93593], [0.46762, 0.65061, -1.02334], [1.63208, 1.84277, -0.43912], [0.58198, 3.04010, -2.21129], [3.53868, 5.45739, -2.49403], [4.05381, 6.43788, -3.33611], [3.70295, 7.76746, -3.15489], [2.82521, 8.12205, -2.13692], [2.28851, 7.13425, -1.30514], [2.65682, 5.80476, -1.48032], [1.31209, 7.48883, -0.24435], [0.84549, 6.63501, 0.48324], [0.90689, 8.91227, -0.09338], [-0.04909, 9.25520, 0.85705], [-0.42498, 10.57976, 1.01578], [0.15949, 11.57008, 0.23139], [1.10834, 11.23270, -0.72056], [1.47813, 9.90269, -0.89269], [2.47137, 9.54947, -1.94164], [2.97820, 10.41643, -2.62866], [3.82036, 4.42077, -2.63173], [4.73235, 6.16335, -4.13454], [4.11024, 8.52776, -3.80943], [2.25515, 5.03732, -0.83140], [-0.50339, 8.48776, 1.47111], [-1.17350, 10.84371, 1.75325], [-0.13000, 12.60606, 0.36126], [1.55799, 12.00432, -1.33268], [-4.43939, -1.07051, 6.08634], [-4.92565, -1.94121, 7.05812], [-4.04548, -2.62110, 7.88603], [-2.67444, -2.44226, 7.73790], [-2.18664, -1.58706, 6.74736], [-3.07317, -0.89396, 5.93056], [-0.72258, -1.42350, 6.54358], [-0.29982, -0.67745, 5.68507], [0.20944, -2.19610, 7.40215], [1.57964, -2.09810, 7.18459], [2.46003, -2.80496, 7.98830], [1.97583, -3.60593, 9.01903], [0.61099, -3.71102, 9.23599], [-0.27699, -3.01456, 8.42288], [-1.73832, -3.16282, 8.64140], [-2.16413, -3.86523, 9.53819], [-5.12873, -0.53352, 5.44623], [-5.99325, -2.08722, 7.16986], [-4.42644, -3.29398, 8.64408], [-2.69745, -0.22052, 5.17020], [1.96002, -1.47383, 6.38539], [3.52651, -2.73166, 7.81399], [2.66588, -4.15229, 9.65064], [0.23746, -4.33873, 10.03514], [2.77279, -6.46270, -0.01937], [2.32510, -7.78128, 0.00370], [1.24777, -8.13691, 0.80040], [0.61950, -7.17758, 1.58762], [1.08481, -5.86088, 1.58181], [2.15522, -5.50401, 0.76814], [0.45845, -4.83385, 2.45152], [0.86197, -3.69206, 2.44334], [-0.66501, -5.23630, 3.33767], [-1.22486, -4.29947, 4.19838], [-2.28034, -4.65796, 5.02144], [-2.78845, -5.95403, 4.98174], [-2.23039, -6.89308, 4.12846], [-1.16071, -6.54010, 3.31044], [-0.54582, -7.56421, 2.42440], [-0.98614, -8.69814, 2.39033], [3.60864, -6.18474, -0.64964], [2.81735, -8.53143, -0.60358], [0.89897, -9.16189, 0.81174], [2.50867, -4.47917, 0.75200], [-0.83347, -3.28881, 4.22943], [-2.71048, -3.92687, 5.69488], [-3.61830, -6.23104, 5.62123], [-2.62403, -7.90142, 4.10240], [-4.32382, -1.88794, -11.60770], [-4.10304, -3.06714, -10.90182], [-3.40470, -3.04000, -9.70502], [-2.91326, -1.83525, -9.21365], [-3.11394, -0.65722, -9.93308], [-3.83025, -0.68620, -11.12539], [-2.55312, 0.63210, -9.44663], [-2.73367, 1.65855, -10.07503], [-1.76579, 0.63768, -8.18984], [-1.18597, 1.82316, -7.74996], [-0.45838, 1.84338, -6.56936], [-0.31357, 0.68191, -5.81673], [-0.88470, -0.50479, -6.25258], [-1.60384, -0.53425, -7.44369], [-2.18054, -1.81669, -7.91846], [-2.05525, -2.83576, -7.26894], [-4.87770, -1.90910, -12.53873], [-4.47876, -4.00789, -11.28616], [-3.23867, -3.95782, -9.15509], [-3.99870, 0.22887, -11.67903], [-1.29825, 2.73047, -8.33022], [-0.00276, 2.76625, -6.23092], [0.24958, 0.70227, -4.89214], [-0.76416, -1.40735, -5.66502]],
  "atomic_forces_ev_per_a": [[-0.299, 0.951, 0.044], [0.595, -1.083, 0.810], [-0.754, 0.467, 0.660], [-0.515, 0.842, 1.337], [0.247, -0.014, -0.221], [0.380, 1.318, -0.434], [-1.066, 0.217, 0.840], [0.668, -0.532, -0.736], [-0.618, -0.884, 0.513], [1.061, 0.597, 0.445], [-2.170, -0.579, -1.964], [0.671, -0.259, 0.638], [0.195, 0.023, -0.685], [0.213, -0.620, 0.001], [0.523, 0.048, 0.394], [-0.619, -0.193, -0.060], [0.610, -0.331, -0.119], [-0.179, 0.042, -0.670], [0.651, 0.013, -0.375], [-0.091, -0.515, -0.436], [0.488, 0.475, 0.076], [0.036, 0.022, -0.003], [-0.079, 0.036, 0.124], [0.116, -0.108, -0.126], [-0.069, -0.082, 0.056], [0.102, 0.033, -0.115], [0.093, -0.110, -0.076], [-0.108, -0.490, 0.241], [-0.024, 0.123, -0.025], [-0.022, 0.193, -0.038], [-0.134, 0.127, 0.120], [0.069, -0.017, -0.057], [0.020, -0.079, -0.008], [-0.116, 0.163, 0.081], [-0.105, -0.021, 0.127], [0.307, 0.251, -0.389], [-0.082, -0.004, 0.087], [-0.077, 0.022, 0.024], [-0.022, 0.001, 0.036], [-0.086, 0.075, 0.119], [-0.049, 0.104, 0.001], [0.130, -0.078, -0.095], [0.030, -0.016, -0.022], [0.012, -0.037, -0.008], [0.060, -0.152, -0.056], [0.033, -0.072, 0.057], [0.099, 0.016, -0.033], [-0.213, 0.024, -0.017], [0.023, 0.181, -0.072], [-0.149, -0.047, 0.172], [-0.162, 0.063, -0.105], [0.238, 0.359, -0.417], [-0.071, -0.040, 0.072], [0.047, -0.156, 0.142], [0.216, 0.010, -0.025], [-0.092, -0.017, 0.051], [-0.060, 0.057, -0.066], [0.181, -0.084, 0.075], [0.078, 0.066, -0.082], [-0.146, -0.349, 0.393], [0.002, 0.058, -0.078], [0.034, -0.023, 0.015], [0.039, 0.008, 0.001], [0.165, 0.013, 0.021], [0.135, -0.088, 0.059], [-0.165, 0.002, -0.008], [-0.045, 0.004, -0.010], [-0.029, 0.015, -0.025], [-0.129, 0.056, -0.088], [-0.063, -0.087, 0.047], [-0.051, 0.094, 0.064], [0.139, -0.099, -0.147], [0.075, 0.121, 0.004], [0.018, -0.245, -0.092], [0.175, 0.084, -0.102], [0.261, 0.512, -0.103], [-0.080, 0.001, 0.099], [-0.126, -0.173, 0.088], [-0.125, 0.153, 0.204], [-0.007, -0.103, -0.067], [0.085, 0.005, -0.067], [-0.142, 0.039, 0.163], [-0.019, 0.135, 0.057], [-0.121, -0.493, -0.079], [0.012, 0.089, 0.043], [-0.044, 0.018, 0.022], [-0.029, 0.027, 0.012], [-0.107, 0.092, 0.083], [-0.131, 0.004, 0.087], [0.083, -0.070, -0.163], [-0.025, -0.081, -0.099], [0.031, 0.012, -0.019], [0.134, 0.006, -0.104], [0.040, 0.001, 0.060], [0.024, 0.080, 0.037], [-0.108, -0.140, -0.139], [-0.064, 0.068, -0.173], [-0.042, -0.166, -0.009], [-0.102, -0.096, -0.160], [0.028, 0.526, -0.127], [-0.038, -0.115, -0.022], [0.037, -0.105, 0.050], [0.103, 0.130, 0.117], [-0.082, -0.086, -0.066], [-0.043, 0.007, 0.044], [0.050, 0.044, 0.077], [0.022, 0.147, -0.019], [0.166, -0.363, 0.420], [-0.066, 0.037, -0.126], [0.021, 0.005, 0.032], [0.008, 0.032, 0.021], [0.061, 0.133, 0.102], [0.104, 0.038, 0.132], [-0.095, -0.120, -0.071], [0.003, -0.053, 0.012], [0.060, -0.053, -0.058], [-0.051, 0.016, -0.153]],
  "lumo_ev": 0.3,
  "homo_lumo_gap_ev": 4.57,
  "total_charge": -1,
  "energy_ha": -4218.637363
}

{
  "formula": "C61H47ClO3P3PdS",
  "method": "the ωB97M-V functional and the def2-TZVPD basis",
  "symbols": ["Pd", "O", "S", "C", "C", "C", "C", "C", "C", "P", "C", "C", "C", "C", "C", "C", "C", "C", "C", "C", "C", "C", "C", "C", "C", "C", "C", "C", "P", "C", "C", "C", "C", "C", "C", "C", "C", "C", "C", "C", "C", "H", "H", "H", "H", "H", "H", "H", "H", "H", "H", "H", "H", "H", "H", "H", "H", "H", "H", "H", "H", "H", "H", "H", "H", "H", "H", "H", "H", "C", "C", "C", "C", "C", "C", "P", "C", "C", "C", "C", "C", "C", "C", "C", "C", "C", "C", "C", "H", "H", "H", "H", "H", "H", "H", "H", "H", "H", "H", "H", "H", "H", "H", "Cl", "C", "C", "C", "C", "C", "C", "C", "O", "O", "H", "H", "H", "H"],
  "xyz": [[0.54150, 0.16680, 0.15900], [0.28300, -3.36480, 0.03800], [-0.45100, -2.10600, 0.13660], [-1.44110, -2.26800, 1.65230], [-2.15950, -3.42250, 1.89410], [-3.04600, -3.45810, 2.95840], [-3.22100, -2.33480, 3.74920], [-2.41550, -1.22200, 3.57230], [-1.46580, -1.20920, 2.55610], [-0.09300, -0.00490, 2.48530], [1.00890, -0.70940, 3.76120], [0.60350, -1.34890, 4.92750], [1.55360, -1.73350, 5.85860], [2.90090, -1.49900, 5.63500], [3.30880, -0.88580, 4.46420], [2.36400, -0.49580, 3.53630], [-0.68370, 1.53150, 3.24580], [-0.79580, 2.61540, 2.37990], [-1.25190, 3.83190, 2.85120], [-1.58770, 3.97310, 4.18860], [-1.44690, 2.90410, 5.06040], [-0.98570, 1.68510, 4.59660], [-1.63670, -2.21220, -1.25210], [-2.48330, -3.29700, -1.39220], [-3.28860, -3.40410, -2.51490], [-3.21520, -2.45070, -3.51580], [-2.34380, -1.38360, -3.39020], [-1.55300, -1.24780, -2.24970], [-0.33890, 0.10870, -2.12740], [0.37420, -0.01760, -3.79440], [0.46600, 1.06720, -4.65820], [1.00550, 0.89490, -5.92020], [1.46070, -0.34970, -6.32040], [1.40290, -1.42630, -5.44760], [0.87430, -1.26020, -4.18330], [-1.20810, 1.70240, -2.17470], [-2.47870, 1.89870, -2.69880], [-3.01490, 3.17420, -2.72610], [-2.29510, 4.25000, -2.23400], [-1.04580, 4.04870, -1.66850], [-0.50260, 2.77810, -1.63580], [-1.98640, -4.29370, 1.28400], [-3.60970, -4.35610, 3.15320], [-3.94970, -2.34520, 4.54400], [-2.52610, -0.36130, 4.21680], [-0.44150, -1.55650, 5.11060], [1.23700, -2.21600, 6.77040], [3.62790, -1.78950, 6.37710], [4.35380, -0.70510, 4.26690], [2.67190, -0.01290, 2.62000], [-0.54340, 2.47960, 1.32670], [-1.34690, 4.66740, 2.17750], [-1.95210, 4.91910, 4.55970], [-1.69850, 3.02010, 6.10520], [-0.83550, 0.86830, 5.28790], [-2.51320, -4.07020, -0.64400], [-3.96050, -4.24250, -2.60940], [-3.81690, -2.55470, -4.40610], [-2.25390, -0.67050, -4.19820], [0.11060, 2.03840, -4.34540], [1.06660, 1.73330, -6.59730], [1.86830, -0.48170, -7.31140], [1.76960, -2.39140, -5.76300], [0.83810, -2.09090, -3.48790], [-3.06330, 1.06190, -3.05420], [-4.00710, 3.32520, -3.12510], [-2.71410, 5.24430, -2.27870], [-0.50680, 4.88370, -1.24690], [0.48280, 2.60140, -1.19240], [4.82060, 2.81460, 3.15230], [3.50840, 3.05710, 2.77650], [2.96060, 2.36600, 1.71310], [3.72390, 1.42980, 1.01860], [5.04310, 1.19570, 1.38920], [5.58450, 1.88700, 2.45960], [2.89050, 0.45140, -0.27660], [3.68290, -1.18350, -0.21210], [4.86060, -1.51580, -0.87830], [5.34870, -2.80920, -0.80320], [4.67840, -3.77080, -0.06210], [3.52270, -3.43690, 0.62520], [3.02560, -2.15040, 0.54510], [3.45740, 1.20540, -1.82690], [3.71770, 2.57230, -1.89360], [4.06680, 3.15090, -3.09950], [4.16580, 2.37190, -4.24200], [3.91190, 1.01050, -4.17940], [3.53490, 0.43190, -2.98340], [5.24540, 3.34490, 3.99070], [2.90800, 3.76850, 3.32240], [1.92060, 2.51430, 1.43030], [5.62360, 0.45640, 0.85530], [6.60150, 1.68760, 2.76280], [5.38060, -0.77190, -1.46540], [6.24900, -3.07370, -1.33860], [5.05240, -4.78340, -0.02930], [2.99050, -4.17930, 1.19910], [2.10670, -1.89700, 1.06920], [3.65490, 3.17540, -0.99820], [4.25880, 4.21270, -3.15200], [4.44210, 2.82310, -5.18210], [3.99720, 0.39740, -5.06360], [3.30920, -0.62340, -2.92910], [-8.26690, -1.38310, 1.54510], [-6.68840, -0.75690, 1.25660], [-6.42120, 0.58090, 1.51610], [-5.15980, 1.08130, 1.25970], [-4.16960, 0.26050, 0.73020], [-4.44550, -1.07870, 0.49190], [-5.70040, -1.59230, 0.75900], [-2.82050, 0.89080, 0.42450], [-2.73550, 2.10720, 0.42940], [-1.87590, 0.06240, 0.19450], [-7.19780, 1.21850, 1.90820], [-4.92360, 2.11700, 1.45060], [-3.68590, -1.72600, 0.08700], [-5.91110, -2.63410, 0.57910]],
  "atomic_forces_ev_per_a": [[-0.988, -0.420, -1.086], [0.825, -0.774, -0.114], [-1.335, -0.768, 0.252], [-0.034, 0.322, -0.200], [0.131, -0.049, 0.006], [0.033, -0.005, -0.015], [-0.017, -0.112, 0.042], [0.219, 0.140, -0.149], [0.016, 0.032, -0.407], [0.242, -0.008, 0.688], [0.259, 0.177, -0.569], [-0.090, -0.024, -0.068], [-0.088, -0.022, 0.088], [0.014, 0.028, 0.039], [0.093, -0.002, 0.034], [-0.032, 0.043, -0.102], [0.243, 0.117, -0.646], [0.108, -0.143, -0.185], [0.006, 0.137, 0.113], [0.029, 0.006, -0.114], [-0.035, -0.095, 0.089], [0.088, -0.111, 0.014], [0.092, 0.333, 0.114], [0.070, -0.113, 0.019], [0.101, 0.012, 0.082], [-0.051, 0.005, 0.028], [0.183, 0.045, 0.010], [0.173, -0.150, 0.351], [-0.282, 0.679, 0.197], [0.614, -0.065, 0.397], [-0.129, 0.040, 0.237], [0.000, -0.007, -0.167], [-0.016, 0.064, -0.019], [0.061, -0.124, -0.059], [-0.044, 0.027, 0.074], [0.369, -0.045, 0.243], [0.075, -0.145, 0.048], [-0.077, 0.006, -0.054], [0.033, -0.023, 0.055], [-0.016, 0.080, -0.042], [0.257, -0.146, -0.091], [-0.098, -0.108, -0.109], [-0.098, -0.094, 0.024], [-0.117, 0.025, 0.072], [0.027, -0.012, 0.079], [-0.024, -0.020, 0.024], [-0.035, -0.072, 0.083], [0.078, -0.076, 0.067], [0.138, 0.005, 0.006], [0.067, -0.035, 0.110], [-0.162, 0.182, 0.290], [-0.050, 0.105, -0.122], [-0.023, 0.094, 0.010], [0.021, 0.003, 0.044], [-0.022, -0.047, 0.064], [-0.007, -0.067, 0.070], [-0.046, -0.105, -0.027], [-0.066, 0.045, -0.050], [0.034, 0.018, -0.037], [-0.029, 0.070, -0.011], [-0.009, 0.092, -0.046], [0.035, -0.013, -0.089], [0.032, -0.104, 0.017], [-0.018, -0.109, -0.050], [-0.027, 0.023, -0.041], [-0.058, 0.013, -0.042], [-0.050, 0.058, 0.048], [0.100, 0.062, 0.014], [-0.263, 0.147, -0.135], [-0.023, -0.003, -0.008], [0.019, 0.116, 0.043], [-0.079, -0.079, -0.205], [-0.384, 0.012, -0.083], [-0.143, -0.045, -0.101], [0.096, -0.017, 0.011], [-0.112, 0.290, 0.548], [-0.507, 0.015, 0.075], [-0.013, 0.093, -0.022], [0.091, 0.037, -0.058], [-0.067, 0.007, 0.062], [0.081, -0.111, 0.006], [-0.088, 0.113, 0.078], [-0.344, -0.049, -0.030], [-0.062, -0.112, 0.179], [-0.019, 0.102, -0.126], [0.030, -0.046, 0.029], [0.036, -0.002, -0.101], [-0.020, -0.033, 0.232], [0.049, 0.033, 0.087], [-0.059, 0.088, 0.052], [0.094, 0.034, 0.099], [0.110, -0.033, 0.042], [0.094, 0.022, 0.015], [0.051, 0.006, -0.054], [0.069, 0.012, -0.018], [0.046, -0.062, 0.019], [-0.060, -0.067, 0.038], [0.263, -0.104, -0.108], [0.014, 0.076, 0.037], [0.039, 0.056, 0.020], [0.052, 0.065, -0.095], [-0.007, -0.025, -0.078], [0.045, -0.075, -0.102], [-0.264, -0.121, 0.084], [0.330, 0.137, -0.054], [-0.101, -0.101, 0.047], [0.035, -0.105, -0.105], [0.255, 0.175, -0.042], [0.037, 0.221, 0.054], [-0.125, -0.026, 0.029], [-1.085, 0.397, 0.311], [0.126, 0.288, -0.009], [1.217, -0.224, -0.182], [-0.093, 0.031, 0.053], [0.005, 0.083, -0.023], [0.049, 0.041, 0.000], [-0.109, -0.130, -0.042]],
  "lumo_ev": -4.0,
  "homo_lumo_gap_ev": 6.56,
  "total_charge": 1,
  "energy_ha": -4588.619369
}